1.
12
Properties=species:S:1:pos:R:3 method="wB97M-V/def2-TZVPD" e_lumo_ev=0.92 smiles=C#C[C@@H]1C[C@H]1O multiplicity=1 energy_ev=-7326.3535 homo_energy_ev=-9.40 total_charge=0
C 0.493 2.131 1.633
C 0.065 1.236 0.991
C -0.563 0.281 0.117
C -0.214 -1.235 0.333
C 0.368 -0.406 -0.790
O -0.227 -0.458 -2.061
H 0.971 2.963 2.108
H -1.566 0.521 -0.324
H -1.076 -1.787 0.010
H 0.408 -1.631 1.121
H 1.458 -0.215 -0.759
H -0.118 -1.400 -2.379

2.
18
Properties=species:S:1:pos:R:3 method="wB97M-V/def2-TZVPD" e_lumo_ev=0.52 smiles="C[C@@H](N)C=C=N.N=C=S" multiplicity=1 energy_ev=-20634.0402 homo_energy_ev=-8.73 total_charge=0
C -1.768 0.652 -0.804
C -0.309 0.359 -0.337
N 0.110 1.376 0.642
C -0.218 -1.057 0.230
C -1.158 -1.950 0.178
N -2.051 -2.801 0.083
H -2.174 1.224 -0.060
H -1.841 1.273 -1.735
H -2.478 -0.164 -0.934
H 0.183 0.567 -1.284
H -0.297 1.316 1.559
H 0.087 2.229 0.126
H 0.807 -1.606 0.221
H -2.406 -3.229 0.904
N 2.866 0.833 0.676
C 3.787 0.295 0.139
S 5.102 -0.383 -0.362
H 1.760 1.065 0.760